Molecular formula: C3H9NS
Method: DFT, ωB97M-V/def2-TZVPD

Properties
Orbital gap, eV: 9.7662
SMILES string: C=N.CCS
Maximum force, eV Å⁻¹: 1.99
Energy, eV: -15581.0894
Charge: 0

Element x y z (Å)
C (-0.060, -2.795, -1.138)
N (0.267, -1.611, -1.408)
H (0.468, -3.348, -0.371)
H (-0.822, -3.268, -1.766)
H (-0.148, -1.103, -2.173)
C (0.894, 1.488, 0.555)
C (-0.464, 1.766, 1.197)
S (-1.701, 0.418, 0.884)
H (0.803, 1.398, -0.531)
H (1.302, 0.544, 0.911)
H (1.543, 2.344, 0.736)
H (-0.889, 2.658, 0.748)
H (-0.300, 1.788, 2.271)
H (-0.894, -0.278, 0.087)

Want to see where the charge sits? The Löwdin charges in e are: -0.124 0.002 0.063 0.067 0.044 -0.190 -0.590 0.654 0.061 0.067 0.068 0.051 0.054 -0.226

=====

Molecular formula: C5H10ClNS
Method: DFT, ωB97M-V/def2-TZVPD

Properties
Orbital gap, eV: 8.5410
Maximum force, eV Å⁻¹: 5.99
Energy, eV: -30189.0474
Charge: 0

Element x y z (Å)
C (-0.267, -1.798, 2.370)
C (0.592, -0.922, 0.623)
C (1.748, -0.144, -0.124)
C (0.914, 1.081, -0.436)
C (-0.299, 0.409, 0.465)
H (-0.566, -2.150, 3.470)
H (-1.329, -1.353, 2.069)
H (0.007, -2.865, 1.711)
H (1.558, -1.939, 1.767)
H (-0.061, -1.862, 0.030)
H (2.278, -0.536, -1.031)
H (2.556, 0.188, 0.502)
H (1.263, 2.107, -0.384)
H (-0.541, 0.921, 1.502)
H (-2.500, -0.996, 0.798)
N (0.952, -1.132, 1.973)
S (-1.934, 0.332, -0.413)
Cl (0.323, 1.138, -2.060)

Want to see where the charge sits? The Löwdin charges in e are: -0.191 -0.444 -0.171 -0.688 -0.644 0.103 0.039 0.137 0.120 0.188 0.115 0.102 0.081 0.125 0.082 -0.102 0.547 0.601

=====

What lowest unoccupied orbital energy values result from the calculations? In sequence: 0.97; -0.35 eV.
What energy relative to the best compared isomer or geometry (same formula, charge and spin) values result from the calculations? In sequence: 1.241; 5.645 eV.